ORCA calculation (ωB97M-V/def2-TZVPD) on a 2-piece molecular cluster, C6H3N2O2S overall in a non-equilibrium geometry.

```
14
Properties=species:S:1:pos:R:3:forces:R:3:mulliken_charge:R:1
C 2.362758 -0.194729 -0.616452 0.457 0.439 0.325 0.447
C -1.786287 -0.139453 -1.224448 0.089 1.819 1.334 -0.562
C -2.387645 0.682554 -0.286582 3.123 -1.059 -0.522 -0.358
C 0.111417 0.654989 -0.421680 -1.424 -0.789 0.964 0.728
C 0.786441 -1.230278 1.804687 -2.465 -1.287 -2.426 0.847
C 1.396105 0.594794 0.024401 1.409 0.736 -0.464 -1.107
N 3.298884 -0.757920 -1.001246 0.029 -0.387 -0.266 -0.656
N -0.438326 -0.147097 -1.328639 0.207 0.725 0.375 -0.581
O 1.568618 -0.720408 2.449425 1.988 0.886 2.305 -0.418
O -0.030707 -1.766600 1.166054 0.464 -0.094 0.748 -0.443
S -1.114087 1.442463 0.662187 0.252 -0.159 -1.092 -0.229
H -2.212805 -0.749137 -1.941817 -1.620 -0.982 -1.167 0.455
H -3.313961 1.058262 -0.072303 -2.468 0.213 -0.026 0.495
H 1.759596 1.272560 0.786412 -0.042 -0.061 -0.089 0.384
```
Positions in Å, forces in eV/Å.

Total charge: -1
HOMO: -2.748 eV
Strongest force on any atom: 3.690 eV Å⁻¹
LUMO level: 3.2 eV



ORCA calculation (ωB97M-V/def2-TZVPD) on C13H17AlBCaCl7F3N5NaO10 as an isolated structure in a non-equilibrium geometry.

```
59
Properties=species:S:1:pos:R:3:forces:R:3:mulliken_charge:R:1
C 5.564243 -3.164607 1.858569 1.471 5.045 -5.536 0.273
C 5.879799 -2.261819 0.937852 -2.578 -2.495 4.516 -0.237
N 5.849848 -1.027798 0.099709 -0.281 -3.012 1.448 -0.016
C 4.770786 -0.832804 -0.710171 -3.435 0.108 -2.170 0.330
N 4.500018 0.337485 -1.590569 -3.229 -5.000 1.354 -0.304
C 3.191516 -0.018379 -2.179484 0.945 -2.061 1.405 0.197
Cl 2.299717 1.070385 -3.354557 1.721 -2.333 2.444 0.029
N 2.762367 -1.336552 -1.698098 1.615 4.699 -1.640 0.341
O 1.682965 -2.084791 -1.978702 0.818 0.625 0.503 -0.406
C 0.411889 -1.442609 -1.562348 -3.064 -0.152 0.161 0.070
C -0.565356 -2.686600 -1.115166 0.480 0.348 -2.811 -0.572
N -1.927675 -2.498581 -1.702349 1.281 0.433 1.580 -0.371
C -2.571150 -1.251368 -1.182162 -1.225 0.394 0.334 -0.172
C -4.181826 -1.385424 -0.957774 0.113 1.432 0.333 0.344
C -4.631969 -0.112301 -0.039607 0.111 -0.338 -1.034 -1.000
O -4.557653 -2.581501 -0.224821 0.198 0.330 -0.888 -0.557
N 3.695640 -1.813420 -0.806981 2.577 3.282 -0.357 -0.008
H 5.096772 -3.795208 2.730915 -0.141 3.541 -0.696 -0.131
H 6.613225 -0.335960 0.170336 -0.667 -0.673 0.025 0.302
H 0.529062 -0.676061 -0.708180 0.312 -1.306 -1.294 0.347
H -0.049724 -0.970083 -2.504360 0.869 -0.557 1.405 0.217
H -0.131480 -3.663374 -1.586667 -0.605 1.675 1.001 0.380
H -0.564553 -2.781355 0.057519 -0.027 0.069 -0.896 0.036
H -2.472598 -3.351428 -1.489140 0.188 0.838 0.013 0.373
H -2.104207 -0.875838 -0.189806 -0.592 -0.859 -1.343 0.268
H -2.430806 -0.386521 -1.953052 -0.418 -1.634 1.331 -0.163
H -4.645705 -1.346738 -2.030578 0.543 -0.162 1.974 0.241
H -5.686341 0.208989 -0.372525 1.627 -0.332 0.772 0.341
H -3.895147 0.752593 -0.220962 -1.268 -1.111 0.365 0.155
H -4.615141 -0.429202 1.070420 0.018 0.523 -1.890 0.318
H -5.522751 -2.607278 -0.023912 1.126 0.415 -0.462 0.322
H 3.547902 -2.741486 -0.376152 0.120 0.823 -0.113 0.317
B 3.256642 1.399158 3.712199 0.188 2.786 1.438 0.587
O 3.988639 0.133752 3.898534 -0.497 -1.245 -0.701 -0.465
C 3.232229 -0.838197 3.400309 2.844 -0.580 1.629 0.481
O 3.548389 -2.012396 3.392731 -0.059 0.150 -0.417 -0.644
C 1.994169 -0.276263 2.873012 -3.332 1.371 -1.214 0.624
O 1.096709 -0.896159 2.350111 0.933 0.100 0.008 -0.562
O 1.992360 1.044743 3.049147 0.375 -1.006 -0.204 -0.405
F 4.020304 2.293727 2.877791 -0.511 -0.910 0.418 -0.393
F 2.995137 2.010971 4.983583 0.440 -0.775 -1.676 -0.338
Al 4.922739 2.764710 -1.707569 -0.132 0.125 0.068 0.807
O 4.298079 -4.610607 4.641121 2.742 -1.820 -3.283 -0.902
H 3.927116 -3.834407 4.228492 -0.807 0.927 0.291 0.344
C -2.150908 2.892525 -2.815450 -1.080 -0.159 0.171 0.136
Cl -2.530449 3.925918 -1.416537 0.020 -0.259 -0.008 -0.030
Cl -1.457937 3.890702 -4.131273 -0.700 -0.741 1.022 -0.024
Cl -0.966296 1.654550 -2.333691 0.096 0.181 0.104 -0.086
Cl -3.638853 2.100441 -3.385549 0.273 -0.014 0.288 -0.097
Cl 0.104417 4.854163 -5.420951 1.673 1.059 -1.472 -0.501
C -5.937269 5.092943 0.681539 -3.206 -2.101 3.371 0.459
O -5.101858 4.204547 0.357592 1.379 0.075 0.468 -0.606
O -5.919706 6.108810 -0.205771 1.558 1.552 -1.523 -0.340
O -6.721550 5.172735 1.636607 1.210 0.043 -0.869 -0.599
H -5.225070 5.666986 -0.736307 -0.474 0.924 -1.376 0.524
Ca 5.683446 -5.575337 2.806714 -1.011 -1.147 2.568 1.618
Cl -0.962904 -3.579493 1.493316 -0.072 -0.526 1.101 -0.465
F -6.785907 6.630154 -1.937707 0.016 -0.129 0.038 -0.331
Na -3.503352 5.870965 1.340811 -0.465 -0.435 -0.070 0.944
```
Positions in Å, forces in eV/Å.

Total charge: +1
HOMO: -8.443 eV
Strongest force on any atom: 7.634 eV Å⁻¹
LUMO level: -7.0 eV